A molecular structure, C30H25N2O2P2RhS2, computed with ωB97M-V/def2-TZVPD.

```
! wB97M-V def2-TZVPD RIJCOSX def2/J DEFGRID3
* xyz 0 1
Rh -0.287 0.055 0.319
S 1.271 0.748 -1.175
P 0.069 -0.337 -2.362
C -0.854 -1.283 -1.281
P -0.202 -2.518 -0.327
S 1.025 -1.708 1.037
C 0.646 -3.880 -1.191
C 0.019 -5.084 -1.502
C 0.683 -6.051 -2.247
C 1.973 -5.812 -2.697
C 2.602 -4.609 -2.401
C 1.943 -3.650 -1.649
C -1.564 -3.338 0.543
C -1.270 -4.319 1.491
C -2.286 -4.941 2.193
C -3.610 -4.575 1.963
C -3.905 -3.591 1.034
C -2.882 -2.972 0.323
C -1.055 0.761 -3.262
C -2.403 0.821 -2.936
C -3.238 1.708 -3.605
C -2.730 2.531 -4.597
C -1.379 2.472 -4.925
C -0.546 1.592 -4.258
C 0.919 -1.264 -3.658
C 2.271 -1.074 -3.910
C 2.918 -1.856 -4.858
C 2.217 -2.840 -5.539
C 0.865 -3.038 -5.283
C 0.214 -2.249 -4.349
H -0.994 -5.271 -1.168
H 0.193 -6.989 -2.476
H 2.491 -6.563 -3.279
H 3.606 -4.419 -2.758
H 2.435 -2.713 -1.411
H -0.239 -4.593 1.683
H -2.052 -5.703 2.925
H -4.407 -5.055 2.516
H -4.932 -3.296 0.863
H -3.097 -2.196 -0.400
H -2.786 0.173 -2.158
H -4.289 1.753 -3.348
H -3.383 3.220 -5.118
H -0.979 3.117 -5.697
H 0.508 1.556 -4.512
H 2.824 -0.331 -3.347
H 3.972 -1.705 -5.055
H 2.724 -3.458 -6.268
H 0.322 -3.813 -5.809
H -0.839 -2.410 -4.147
C -1.661 5.425 1.740
N -1.745 3.971 1.807
C -2.511 3.345 2.742
C -2.611 2.004 2.834
C -1.855 1.255 1.876
O -1.820 -0.014 1.799
N -1.091 1.887 0.958
C -0.991 3.252 0.859
O -0.329 3.846 0.038
H -2.347 5.842 2.473
H -1.927 5.769 0.744
H -0.646 5.759 1.952
H -3.041 4.006 3.416
H -3.217 1.514 3.578
*
```

Output
F_max, Eh/bohr: 0.0336
Energy above the lowest of the compared OMol25 structures with the same formula, charge and spin, kJ/mol: 71.3
E_tot, eV: -81848.930

***

A molecular structure, C5H10NOS, computed with ωB97M-V/def2-TZVPD.

```
! wB97M-V def2-TZVPD RIJCOSX def2/J DEFGRID3
* xyz 1 1
C -1.611 0.825 0.094
C -2.677 -0.019 -0.150
C -0.773 1.204 -1.124
C 0.843 -1.979 0.247
C -0.165 -0.002 1.253
N 0.810 -0.575 0.571
O -1.904 1.867 0.967
S -3.717 -1.129 -0.313
H 0.070 1.814 -0.800
H -1.363 1.788 -1.832
H -0.402 0.320 -1.637
H -0.170 -2.367 0.140
H 1.390 -2.137 -0.681
H 1.343 -2.540 1.044
H -0.796 -0.663 1.832
H 0.036 0.958 1.708
H 1.554 -0.007 0.188
H -2.031 2.702 0.491
*
```

Output
F_max, Eh/bohr: 0.0225
Energy above the lowest of the compared OMol25 structures with the same formula, charge and spin, kJ/mol: 218.1
E_tot, eV: -19710.659

***

A single C2H7BrN2 molecule, computed with ωB97M-V/def2-TZVPD.

```
! wB97M-V def2-TZVPD RIJCOSX def2/J DEFGRID3
* xyz 0 1
C -1.031 1.267 0.900
C 0.856 -1.475 -0.749
N -0.024 0.407 0.246
N -0.446 -0.684 -0.385
Br -1.216 -0.141 -2.373
H -1.941 0.890 1.192
H -0.687 1.858 1.676
H -1.224 1.975 0.104
H 0.677 -2.185 -1.621
H 1.531 -0.762 -1.142
H 1.179 -2.116 -0.007
H 0.718 1.104 -0.075
*
```

Output
F_max, Eh/bohr: 0.0896
Energy above the lowest of the compared OMol25 structures with the same formula, charge and spin, kJ/mol: 82.1
E_tot, eV: -75207.369
Structure (SMILES): CNN(C)Br

***

3 unconnected molecules or ions with the total composition C34H40FN2O8, computed with ωB97M-V/def2-TZVPD.

```
! wB97M-V def2-TZVPD RIJCOSX def2/J DEFGRID3
* xyz 1 1
C -0.980 3.561 2.370
C 0.422 3.599 1.588
C 1.436 2.480 2.098
C 1.890 1.466 0.936
C 1.525 0.023 1.365
N 1.671 -0.569 2.526
O 2.237 -0.014 3.632
C 3.665 0.190 3.477
C 4.545 -1.088 3.831
C 1.196 -1.983 2.742
C 0.435 -1.890 4.112
O -0.377 -1.072 4.421
N 0.816 -2.869 5.171
C 0.121 -4.132 5.004
O -0.733 -4.413 5.770
F 0.533 -4.967 3.978
C 0.465 -2.333 1.384
C -0.988 -2.915 1.325
C -2.173 -1.952 1.603
C -2.750 -0.960 0.685
C -3.908 -0.087 1.024
C -4.560 -0.211 2.340
C -5.792 0.719 2.625
C -4.030 -1.226 3.275
C -2.858 -2.070 2.928
C 0.881 -1.084 0.459
O 0.077 -0.739 -0.645
C 0.677 -1.066 -1.913
C 1.821 -0.087 -2.378
H -1.026 2.735 3.129
H -1.829 3.394 1.646
H -1.177 4.520 2.929
H 0.880 4.596 1.867
H 0.265 3.593 0.475
H 0.921 1.955 2.950
H 2.389 2.907 2.527
H 2.956 1.604 0.616
H 1.224 1.703 0.050
H 3.971 0.606 2.479
H 3.945 0.982 4.234
H 4.823 -1.597 2.862
H 4.047 -1.769 4.566
H 5.507 -0.706 4.281
H 2.065 -2.706 2.747
H 1.834 -2.984 5.216
H 1.096 -3.176 0.960
H -1.142 -3.398 0.321
H -1.049 -3.757 2.085
H -2.331 -0.835 -0.340
H -4.254 0.651 0.247
H -5.929 0.753 3.738
H -6.709 0.400 2.062
H -5.528 1.746 2.227
H -4.563 -1.327 4.262
H -2.549 -2.805 3.715
H 1.808 -1.520 -0.048
H -0.152 -0.978 -2.678
H 1.075 -2.116 -1.977
H 1.453 0.939 -2.657
H 2.656 -0.083 -1.625
H 2.267 -0.525 -3.337
C -4.985 4.602 -3.185
C -5.645 3.831 -2.322
C -5.043 2.589 -1.787
O -5.645 1.883 -1.001
C -3.679 2.238 -2.246
C -3.020 3.009 -3.108
C -3.622 4.252 -3.644
O -3.020 4.955 -4.427
H -5.410 5.513 -3.587
H -6.642 4.072 -1.976
H -3.254 1.327 -1.844
H -2.023 2.767 -3.455
C 3.771 -2.687 -6.169
C 4.868 -2.749 -6.921
C 5.330 -1.578 -7.702
O 6.328 -1.634 -8.388
C 4.526 -0.337 -7.611
C 3.429 -0.277 -6.858
C 2.968 -1.447 -6.079
O 1.966 -1.391 -5.389
H 3.417 -3.533 -5.592
H 5.467 -3.648 -6.998
H 4.879 0.509 -8.188
H 2.830 0.621 -6.782
*
```

Output
F_max, Eh/bohr: 0.0655
E_tot, eV: -57969.895

***

A single C18H21N3O3 molecule, computed with ωB97M-V/def2-TZVPD.

```
! wB97M-V def2-TZVPD RIJCOSX def2/J DEFGRID3
* xyz 0 1
O 1.469 -3.112 -0.983
O 0.563 -2.492 -3.893
O -3.642 2.704 -0.373
C 0.824 -1.983 -5.151
C 0.897 -0.598 -5.071
C 0.635 -0.279 -3.720
C 0.416 -1.422 -3.044
C 0.049 -1.422 -1.606
C -2.811 0.999 -1.744
C -2.001 -0.069 -2.028
C -1.689 1.313 0.350
C -2.710 1.698 -0.537
C -0.933 -0.386 -1.151
C -0.772 0.319 0.055
N 2.474 -0.319 2.849
N 0.309 0.109 0.915
N 0.568 -2.263 -0.727
C -3.524 3.542 0.769
C 2.194 -0.194 4.285
C 2.411 0.884 1.997
C 0.941 1.256 1.586
C 1.909 -1.466 2.128
C 0.027 -2.358 0.662
C 0.461 -1.201 1.594
H 0.953 -2.620 -6.016
H 1.072 0.072 -5.912
H 0.678 0.696 -3.256
H -3.521 1.301 -2.486
H -2.079 -0.612 -2.959
H -1.623 1.828 1.309
H -4.164 4.417 0.591
H -2.480 3.899 0.876
H -3.875 2.987 1.656
H 2.602 -1.088 4.785
H 1.087 -0.193 4.446
H 2.620 0.745 4.686
H 2.855 1.779 2.482
H 2.985 0.719 1.086
H 0.365 1.537 2.466
H 0.940 2.105 0.907
H 1.925 -2.351 2.769
H 2.523 -1.645 1.256
H -1.069 -2.382 0.571
H 0.362 -3.307 1.115
H -0.217 -1.150 2.468
*
```

Output
F_max, Eh/bohr: 0.0436
Energy above the lowest of the compared OMol25 structures with the same formula, charge and spin, kJ/mol: 560.7
E_tot, eV: -29615.627
Structure (SMILES): COc1ccc2c(c1)N1CCN(C)C[C@@H]1C[N+]([O-])=C2c1ccco1

***

2 unconnected molecules or ions with the total composition ClFHP, computed with ωB97M-V/def2-TZVPD.

```
! wB97M-V def2-TZVPD RIJCOSX def2/J DEFGRID3
* xyz 0 1
F -1.096 0.097 -1.680
P -0.595 -0.804 -0.499
Cl -3.392 0.748 1.155
H 0.451 0.104 -0.080
*
```

Output
F_max, Eh/bohr: 0.0195
Energy above the lowest of the compared OMol25 structures with the same formula, charge and spin, kJ/mol: 311.7
E_tot, eV: -24542.500